10
Properties=species:S:1:pos:R:3:mulliken_charge:R:1 method="wB97M-V/def2-TZVPD" de_lowest_kcal_mol=157.8 e_homo_ha="-0.3805 / -0.3805" orbital_gap_ev="8.57 / 8.57" max_force_ev_per_a=5.1
C 0.82 0.70 1.21 -0.5541
C -0.17 0.74 0.37 -0.1905
O -0.79 0.34 -2.27 -0.4382
O 1.43 -0.45 -1.38 -0.4800
O -0.97 -2.15 -0.64 -0.3170
F -1.73 -1.53 0.38 -0.1618
S 0.05 -0.12 -1.23 1.0663
H 0.63 1.19 2.09 0.2853
H 1.87 0.40 1.09 0.2956
H -1.14 0.88 0.37 0.4943

16
Properties=species:S:1:pos:R:3:mulliken_charge:R:1 method="wB97M-V/def2-TZVPD" de_lowest_kcal_mol=103.4 e_homo_ha=-0.3364 orbital_gap_ev=9.51 max_force_ev_per_a=3.7
C -1.39 1.37 0.34 0.8596
C -2.52 1.12 -0.27 -0.9971
C 1.99 -0.22 1.29 -0.9193
C 0.32 -0.39 -0.78 -0.2466
N -0.25 -1.22 0.00 -0.2024
O -0.49 1.70 1.01 -0.3728
O -1.34 -1.97 -0.37 -0.3659
O 2.75 0.48 -1.19 -0.6326
S 1.68 0.71 -0.24 0.5670
H -1.63 -1.87 -1.26 0.3434
H -2.72 1.56 -1.18 0.3070
H -2.68 0.05 -0.28 0.2862
H 2.32 0.47 2.10 0.3103
H 2.79 -0.82 1.04 0.3945
H 1.05 -0.64 1.65 0.3078
H 0.12 -0.31 -1.84 0.3608

18
Properties=species:S:1:pos:R:3:mulliken_charge:R:1 method="wB97M-V/def2-TZVPD" de_lowest_kcal_mol=6.0 e_homo_ha="-0.3328 / -0.3328" orbital_gap_ev="6.03 / 6.03" max_force_ev_per_a=4.9
C 1.93 -0.09 0.13 -0.6700
C 1.36 -1.32 0.44 -0.4875
C 1.04 0.90 -0.33 -0.4108
C 0.01 -1.56 0.47 -0.6661
C -0.31 0.78 -0.25 -0.4692
C -0.84 -0.41 0.26 1.3539
C -3.65 2.68 0.12 0.4121
N -3.79 1.56 -0.29 -0.5308
N -2.18 -0.49 0.49 -0.4672
S -3.77 4.10 0.73 -0.3880
Cl -3.54 -3.26 -0.77 -0.2474
Cl -2.93 -1.85 0.93 0.1661
H 2.94 0.11 0.13 0.4780
H 2.08 -2.13 0.49 0.3199
H 1.45 1.87 -0.59 0.3294
H -0.53 -2.40 0.59 0.5653
H -0.97 1.65 -0.55 0.1077
H -3.00 0.82 -0.07 0.6045

22
Properties=species:S:1:pos:R:3:lowdin_spin:R:1 method="wB97M-V/def2-TZVPD" de_lowest_kcal_mol=5.3 s2=2.0075 charge=+1 e_homo_ha="-0.4230 / -0.5469" orbital_gap_ev="6.74 / 8.83" max_force_ev_per_a=4.2 spin_multiplicity=3
C -0.21 1.23 1.50 0.0087
C -0.45 1.58 0.03 0.0012
C 0.89 1.25 -0.76 0.0491
C 1.06 -0.40 -0.69 0.0922
C 0.70 -0.84 0.63 0.6497
C -1.05 -2.67 0.38 0.8400
O 1.35 -0.57 1.81 0.1594
O -1.55 0.87 -0.45 0.0004
O 1.92 1.81 0.04 0.0056
O 0.24 -1.00 -1.78 0.0155
O -0.06 -0.22 1.68 0.0458
H 0.62 1.87 1.90 0.0024
H -1.07 1.43 2.27 -0.0003
H -0.53 2.64 -0.16 0.0003
H 0.81 1.60 -1.81 0.0072
H 2.06 -0.75 -0.76 0.0009
H -1.23 -2.81 1.46 0.0457
H -0.29 -3.38 0.01 0.0463
H -1.65 -1.89 -0.33 0.0294
H -1.62 0.88 -1.46 0.0000
H 2.72 1.83 -0.51 -0.0001
H 0.60 -1.83 -2.07 0.0006

13
Properties=species:S:1:pos:R:3:mulliken_charge:R:1 method="wB97M-V/def2-TZVPD" de_lowest_kcal_mol=76.1 e_homo_ha=-0.3160 orbital_gap_ev=8.69 max_force_ev_per_a=3.2
C 1.06 0.16 -0.92 -0.3176
C -1.20 -1.37 0.09 -1.1001
C -0.83 0.79 1.46 0.7688
O 0.10 1.36 1.00 -0.3588
O 0.84 1.19 -1.68 -0.2970
O 2.20 0.09 -0.31 -0.3003
O -1.72 0.59 2.18 -0.3639
H 2.72 0.93 -0.27 0.2662
H 1.44 1.95 -1.56 0.2658
H -0.19 -0.70 -0.35 0.4330
H -1.12 -1.84 1.06 0.3362
H -1.09 -2.17 -0.65 0.3340
H -2.20 -0.96 -0.05 0.3335

13
Properties=species:S:1:pos:R:3:mulliken_charge:R:1 method="wB97M-V/def2-TZVPD" de_lowest_kcal_mol=69.0 e_homo_ha=-0.3694 orbital_gap_ev=10.95 max_force_ev_per_a=0.4 smiles="[H]/N=C/O[C@@]1(N)CO1"
N 0.58 0.64 1.89 -0.5575
C 0.04 0.34 0.63 0.9232
O 0.91 -0.53 -0.03 -0.4017
C -0.79 1.27 -0.12 -0.6748
O -1.34 0.07 0.47 -0.4719
C 0.43 -1.24 -1.08 0.0705
N 1.19 -1.43 -2.07 -0.5720
H 0.72 -0.20 2.44 0.2504
H -0.02 1.28 2.40 0.2611
H -0.74 1.27 -1.21 0.2495
H -1.12 2.20 0.34 0.2500
H -0.59 -1.62 -0.94 0.4051
H 0.71 -2.04 -2.73 0.2683

112
Properties=species:S:1:pos:R:3:mulliken_charge:R:1 method="wB97M-V/def2-TZVPD" charge=-1 e_homo_ha=-0.1548 orbital_gap_ev=6.03 max_force_ev_per_a=1.2
C 8.20 -2.73 2.65 -1.9699
C 7.40 -1.40 2.62 2.7963
C 8.18 -0.42 3.54 -1.9524
C 6.00 -1.59 3.25 -1.7997
C 7.41 -0.75 1.22 -2.1539
C 6.41 -1.26 0.15 3.2463
C 7.07 -0.96 -1.23 -1.9601
C 6.15 -2.78 0.20 -1.9858
C 5.07 -0.52 0.15 -0.0984
C 4.11 -0.83 -0.83 -0.4577
C 2.86 -0.20 -0.88 -0.9995
C 2.54 0.77 0.08 -0.3559
O 1.30 1.34 0.03 -0.0714
C 1.33 2.73 -0.31 -0.4898
C -0.04 3.21 -0.69 -0.7964
O -0.98 2.87 0.28 -0.2241
C -2.28 2.64 -0.30 -0.4741
C -3.31 2.43 0.79 -1.1947
P -4.28 0.80 0.66 2.3473
C -4.31 0.52 2.57 -1.8973
C -4.63 -0.90 3.03 -0.3861
C -6.10 -1.26 3.07 0.8842
F -6.84 -0.69 2.11 -0.2622
F -6.62 -0.82 4.26 -0.3851
C -6.44 -2.79 3.05 0.6679
F -6.27 -3.30 4.28 -0.3295
F -7.75 -2.92 2.74 -0.3191
C -5.65 -3.66 2.04 0.6062
F -4.48 -3.99 2.64 -0.3696
F -5.37 -3.01 0.92 -0.2830
C -6.35 -5.01 1.68 0.4039
F -5.39 -5.92 1.42 -0.3261
F -7.04 -5.47 2.73 -0.3166
C -7.27 -4.96 0.42 0.6147
F -8.28 -5.83 0.63 -0.3316
F -7.80 -3.76 0.24 -0.2324
C -6.58 -5.43 -0.90 0.6510
F -5.38 -4.93 -1.04 -0.2088
F -7.33 -5.01 -1.91 -0.2632
F -6.52 -6.74 -0.95 -0.2558
P -2.35 -0.41 0.39 0.8794
O -1.92 -0.66 -1.03 -0.7443
O -4.43 0.93 -1.07 -0.8096
C -5.77 0.77 -1.38 0.1518
C -6.55 1.66 -0.40 -0.5205
O -5.81 1.67 0.80 -0.7329
C 3.48 1.11 1.06 -1.2061
C 4.73 0.47 1.10 0.3605
H 7.52 -3.59 2.66 0.4155
H 8.82 -2.79 3.54 0.5297
H 8.81 -2.83 1.76 0.2931
H 7.92 -0.59 4.58 0.4838
H 9.25 -0.63 3.46 0.4723
H 8.04 0.61 3.25 0.3402
H 5.20 -1.70 2.53 0.3107
H 5.79 -0.78 3.94 0.3844
H 6.01 -2.50 3.85 0.4340
H 7.25 0.31 1.33 -0.2760
H 8.41 -0.88 0.82 0.5336
H 6.90 0.09 -1.50 0.3125
H 8.14 -1.14 -1.21 0.5300
H 6.61 -1.55 -2.02 0.4097
H 5.77 -3.10 -0.76 0.5573
H 7.05 -3.36 0.38 0.4490
H 5.38 -3.04 0.92 0.2899
H 4.34 -1.57 -1.58 0.2454
H 2.12 -0.44 -1.63 0.5365
H 1.75 3.31 0.52 0.3247
H 2.00 2.86 -1.17 0.3599
H -0.33 2.87 -1.69 0.4326
H 0.03 4.31 -0.74 0.2617
H -2.21 1.80 -0.99 0.4855
H -2.54 3.53 -0.89 0.2891
H -4.04 3.24 0.77 0.3566
H -2.82 2.49 1.76 0.3322
H -4.92 -0.49 0.52 -0.6877
H -5.02 1.22 3.01 0.4657
H -3.34 0.80 2.99 0.6014
H -4.31 -1.00 4.07 0.4897
H -4.03 -1.61 2.46 -0.0622
H -1.29 0.20 1.13 -0.0835
H -2.50 -1.69 1.01 -0.0440
H -6.13 -0.26 -1.33 0.0818
H -6.05 1.12 -2.37 -0.1192
H -7.53 1.22 -0.17 0.2843
H -6.65 2.66 -0.81 0.2525
H 3.22 1.85 1.79 0.4918
H 5.45 0.74 1.86 0.8074
C -8.21 0.76 -5.78 -1.3689
C -7.82 1.83 -4.79 0.8201
O -7.87 1.66 -3.59 -0.6307
N -7.39 3.03 -5.30 -0.1545
C -7.26 3.42 -6.68 -0.8722
H -8.52 -0.12 -5.22 0.2985
H -9.04 1.09 -6.41 0.3790
H -7.37 0.49 -6.42 0.3679
H -7.14 3.69 -4.58 0.2355
H -6.22 3.68 -6.90 0.2876
H -7.88 4.29 -6.89 0.2868
H -7.56 2.61 -7.34 0.3265
C 7.06 3.28 -0.37 -1.2417
C 8.40 2.71 0.01 0.7964
O 8.52 1.90 0.92 -0.5914
N 9.48 3.11 -0.70 -0.1977
C 9.53 4.04 -1.81 -0.8739
H 6.30 2.86 0.29 0.0697
H 7.05 4.37 -0.25 0.5127
H 6.81 3.03 -1.40 0.3820
H 10.35 2.69 -0.40 0.2438
H 9.92 3.55 -2.70 0.2838
H 10.17 4.89 -1.57 0.2884
H 8.53 4.42 -2.03 0.3346

52
Properties=species:S:1:pos:R:3:mulliken_charge:R:1 method="wB97M-V/def2-TZVPD" e_homo_ha=-0.3138 orbital_gap_ev=9.27 max_force_ev_per_a=0.5 smiles="C[C@@H]1CCC(=O)N(CC[C@H](Sc2ccccc2)c2ccccc2)CC1"
C -6.96 -1.79 0.67 -1.7354
H -7.95 -1.35 0.63 0.4147
H -6.91 -2.46 1.53 0.4281
H -6.82 -2.39 -0.23 0.3618
C -5.88 -0.71 0.76 0.7980
C -4.50 -1.36 0.87 -1.0627
H -4.30 -1.95 -0.03 0.3138
H -4.51 -2.04 1.72 0.4171
C -3.37 -0.35 1.06 -0.9682
N -2.93 0.25 -0.18 0.4509
C -3.66 1.13 -0.90 0.7615
O -3.23 1.63 -1.92 -0.6821
C -5.05 1.44 -0.38 -0.9161
H -5.44 2.23 -1.02 0.3304
H -5.00 1.82 0.64 0.3571
C -5.99 0.22 -0.45 -0.7960
H -5.79 -0.33 -1.37 0.3302
H -7.01 0.59 -0.51 0.4008
C -1.61 -0.12 -0.66 -1.4407
C -0.51 0.72 0.00 -0.6645
C 0.88 0.26 -0.41 -0.1124
C 1.97 1.15 0.09 0.1499
C 2.85 1.74 -0.81 -0.1800
C 3.89 2.53 -0.35 -0.7228
C 4.06 2.73 1.01 -0.4113
C 3.19 2.15 1.91 -0.8139
C 2.15 1.36 1.45 -0.1907
H 1.48 0.88 2.15 0.3527
H 3.32 2.30 2.97 0.3908
H 4.88 3.35 1.37 0.4080
H 4.57 2.98 -1.05 0.4083
H 2.73 1.58 -1.87 0.3756
H 0.93 0.17 -1.50 0.6297
S 1.17 -1.45 0.27 -0.2381
C 2.91 -1.55 -0.09 0.6702
C 3.34 -1.56 -1.41 -0.4496
C 4.69 -1.59 -1.68 -0.5899
C 5.61 -1.61 -0.64 -0.4791
C 5.17 -1.62 0.67 -0.5708
C 3.82 -1.59 0.95 -0.4235
H 3.46 -1.59 1.97 0.4142
H 5.89 -1.65 1.48 0.3907
H 6.67 -1.63 -0.86 0.3914
H 5.03 -1.59 -2.70 0.4068
H 2.62 -1.55 -2.21 0.4510
H -0.64 1.77 -0.30 0.2843
H -0.61 0.66 1.09 0.3980
H -1.44 -1.18 -0.47 0.4671
H -1.60 0.06 -1.74 0.4067
H -2.51 -0.86 1.50 0.4321
H -3.69 0.43 1.77 0.4587
H -6.06 -0.13 1.67 0.1972

10
Properties=species:S:1:pos:R:3:mulliken_charge:R:1 method="wB97M-V/def2-TZVPD" de_lowest_kcal_mol=41.2 e_homo_ha=-0.3953 orbital_gap_ev=10.19 max_force_ev_per_a=1.1 smiles="C#CCC(=O)C#N"
O -2.39 -0.68 0.34 -0.4709
C -1.33 -0.15 0.12 0.4135
C -0.11 -0.90 -0.37 -0.5134
C 1.17 -0.27 -0.02 -0.4761
C 2.20 0.27 0.25 0.1971
C -1.19 1.32 0.27 0.2095
N -1.11 2.47 0.39 -0.3170
H -0.20 -0.99 -1.46 0.2558
H -0.18 -1.92 0.04 0.3086
H 3.12 0.77 0.50 0.3930

31
Properties=species:S:1:pos:R:3:mulliken_charge:R:1 method="wB97M-V/def2-TZVPD" de_lowest_kcal_mol=3.0 e_homo_ha=-0.3383 orbital_gap_ev=9.58 max_force_ev_per_a=1.7 smiles="CC(=O)N1CCCC1.O.O.O.O"
C -0.47 2.77 -1.24 -1.2644
C 0.06 1.44 -0.79 0.5840
N 0.58 1.38 0.49 0.0144
C -0.31 1.81 1.61 -0.5698
C 0.22 1.05 2.85 -0.5328
C 0.93 -0.14 2.27 -0.7861
C 1.35 0.18 0.83 0.0146
O 0.18 0.51 -1.57 -0.5678
H -1.35 3.06 -0.67 0.3225
H 0.25 3.54 -1.02 0.3661
H -0.70 2.71 -2.30 0.3404
H -0.13 2.87 1.77 0.2573
H -1.34 1.55 1.39 0.3701
H 0.81 1.74 3.46 0.3035
H -0.64 0.78 3.46 0.2824
H 1.74 -0.52 2.89 0.4195
H 0.33 -1.05 2.30 0.3088
H 2.39 0.37 0.64 0.3829
H 0.98 -0.66 0.26 -0.2000
H -0.30 -1.42 -1.17 0.2182
H -0.92 -2.73 -0.76 0.3520
O -0.92 -1.79 -0.52 -0.6346
H 1.06 -3.43 -2.12 0.3679
H 1.36 -3.32 -0.60 0.2898
O 1.02 -3.91 -1.28 -0.6464
H -3.84 -0.68 -0.16 0.2941
H -2.36 -0.69 0.16 0.3640
O -3.18 -0.22 0.37 -0.6319
H 1.04 -2.39 -3.92 0.3019
H 1.28 -0.99 -3.48 0.2876
O 0.86 -1.81 -3.17 -0.6083

11
Properties=species:S:1:pos:R:3:mulliken_charge:R:1 method="wB97M-V/def2-TZVPD" de_lowest_kcal_mol=77.5 e_homo_ha=-0.3434 orbital_gap_ev=7.16 max_force_ev_per_a=5.4 smiles="CC1=NN=CC1=S"
C -0.33 -1.57 0.25 -1.2663
C -0.40 -0.17 0.37 0.7705
C 0.35 1.91 -0.17 -0.2047
C 0.27 0.51 -0.83 0.3752
H -0.79 -2.03 1.18 0.3257
H 0.62 -1.99 0.27 0.3733
H -0.74 -2.03 -0.69 0.3352
H 1.10 2.70 -0.50 0.3485
N -0.63 0.65 1.40 -0.4620
N -0.24 1.95 0.96 -0.3462
S 0.78 0.08 -2.25 -0.2492

18
Properties=species:S:1:pos:R:3:mulliken_charge:R:1 method="wB97M-V/def2-TZVPD" de_lowest_kcal_mol=100.4 e_homo_ha=-0.2725 orbital_gap_ev=7.62 max_force_ev_per_a=6.2 smiles="C=[Si](C)c1ccco1.[H][H]"
C -0.21 -1.30 2.89 -0.5011
C 0.52 -0.35 2.25 0.0453
C -0.85 -2.00 1.92 -0.5207
C 0.16 -0.37 0.94 -0.1199
C 1.36 2.45 -0.03 -0.9460
C 0.36 -0.08 -2.08 -0.8551
O -0.62 -1.46 0.73 -0.1656
Si 0.61 0.75 -0.51 0.2795
H -0.16 -1.41 3.94 0.4366
H 1.22 0.31 2.81 0.3151
H -1.40 -2.85 1.90 0.5186
H 1.30 2.53 1.19 0.2636
H 2.41 2.42 -0.32 0.2966
H 0.79 3.11 -0.49 0.3521
H -2.39 -1.34 -1.12 -0.0633
H 0.53 -1.16 -2.13 0.3238
H -0.06 0.31 -3.03 0.2780
H -2.13 -1.68 -1.76 0.0625

33
Properties=species:S:1:pos:R:3:mulliken_charge:R:1 method="wB97M-V/def2-TZVPD" de_lowest_kcal_mol=0.0 e_homo_ha=-0.3185 orbital_gap_ev=8.93 max_force_ev_per_a=2.2 smiles="CSCC[C@H](NC(=O)[C@@H](N)CC(=O)O)C(=O)O"
C -2.35 -1.51 0.53 0.5963
C -1.14 -0.55 0.30 0.4882
C -3.47 -0.77 1.34 -0.9208
C -4.49 -0.03 0.50 0.5577
C 1.33 -0.52 -0.09 -0.0617
C 1.82 0.52 0.93 0.3176
C 1.29 -0.01 -1.52 -0.6448
C 2.61 0.63 -1.95 -0.8421
C 4.26 2.61 -0.81 -0.7926
H -2.60 -3.46 1.03 0.2994
H -1.84 -2.63 2.16 0.2180
H -2.71 -1.77 -0.54 0.2917
H -4.02 -1.50 1.89 0.3532
H -3.11 -0.04 2.16 0.3169
H -2.97 1.02 -0.14 0.4256
H -0.03 -2.19 0.53 0.3509
H 2.10 -1.28 0.02 0.4732
H 0.47 0.72 -1.64 0.2414
H 1.05 -0.89 -2.12 0.4179
H 2.74 0.44 -3.05 0.4113
H 3.49 0.16 -1.46 0.3947
H 4.34 3.67 -0.60 0.3314
H 5.08 2.35 -1.45 0.2928
H 4.28 1.99 0.10 0.2383
H 0.11 1.35 0.93 0.4187
N -1.88 -2.75 1.16 -0.8229
N 0.02 -1.18 0.29 -0.0619
O -1.29 0.66 0.14 -0.9452
O -5.66 -0.26 0.48 -0.5634
O -3.98 0.96 -0.27 -0.5434
O 2.97 0.45 1.33 -0.6173
O 0.95 1.41 1.41 -0.5223
S 2.63 2.42 -1.59 -0.0969

61
Properties=species:S:1:pos:R:3:mulliken_charge:R:1 method="wB97M-V/def2-TZVPD" charge=+1 e_homo_ha=-0.4368 orbital_gap_ev=9.23 max_force_ev_per_a=3.7
N -3.35 -2.41 1.88 -0.5235
C -3.94 -1.49 0.93 -0.7799
C -3.10 -1.36 -0.36 0.2931
O -1.75 -1.69 -0.17 -0.5554
C -3.24 0.08 -0.96 -1.1547
N -2.04 0.86 -0.68 -0.0101
C -2.00 1.76 0.23 0.5144
N -3.09 2.10 1.03 -0.2998
C -2.47 2.77 2.19 -0.7151
C -1.35 3.56 1.50 -0.2475
N -0.39 3.96 2.49 -0.6316
N -0.94 2.50 0.58 0.3973
C 0.13 2.74 -0.40 -0.8553
C 1.48 2.39 0.21 -0.5763
O 2.50 2.48 -0.78 -0.3508
C 2.55 1.38 -1.57 0.0504
O 2.65 0.30 -1.17 -0.4241
H -2.52 -2.03 2.32 0.1269
H -4.01 -2.60 2.62 0.2788
H -4.88 -1.95 0.62 0.3567
H -4.21 -0.52 1.36 0.2977
H -3.48 -2.04 -1.10 0.5411
H -1.43 -1.33 0.67 0.2053
H -3.44 0.04 -2.02 0.4458
H -4.11 0.53 -0.51 0.4634
H -1.20 0.65 -1.19 0.1630
H -3.63 2.80 0.52 0.3073
H -1.94 1.97 2.69 0.2623
H -3.16 3.31 2.81 0.4243
H -1.85 4.42 1.07 0.4877
H 0.19 3.15 2.70 0.3060
H 0.20 4.72 2.16 0.2937
H 0.02 2.10 -1.26 0.3422
H 0.14 3.77 -0.76 0.2228
H 1.45 1.40 0.66 0.5517
H 1.76 3.08 1.00 0.2157
H 2.50 1.56 -2.65 0.5275
C 4.74 0.12 -6.91 -1.4056
C 3.97 0.19 -5.60 0.4723
C 4.10 -1.08 -4.79 -1.1422
O 2.58 0.45 -5.87 -0.5597
H 4.35 -0.70 -7.53 0.3514
H 4.62 1.04 -7.48 0.3379
H 5.80 -0.05 -6.74 0.3683
H 4.33 1.04 -5.02 0.2841
H 3.70 -1.94 -5.34 0.3350
H 3.53 -0.99 -3.86 0.2568
H 5.14 -1.29 -4.54 0.3643
H 2.24 -0.29 -6.39 0.3524
C 0.44 -3.87 5.61 -1.3693
C -0.27 -3.48 4.33 0.4400
C 0.71 -3.04 3.25 -1.0275
O -1.21 -2.43 4.59 -0.5378
H 1.00 -3.02 6.01 0.3570
H -0.28 -4.18 6.37 0.3312
H 1.14 -4.69 5.44 0.3847
H -0.86 -4.32 3.96 0.2968
H 1.28 -2.17 3.58 0.3277
H 0.18 -2.76 2.34 0.1082
H 1.42 -3.84 3.01 0.3815
H -0.71 -1.67 4.92 0.3417

13
Properties=species:S:1:pos:R:3:lowdin_spin:R:1 method="wB97M-V/def2-TZVPD" de_lowest_kcal_mol=0.0 s2=2.0059 e_homo_ha="-0.2659 / -0.3436" orbital_gap_ev="8.40 / 8.52" max_force_ev_per_a=0.5 spin_multiplicity=3
C -0.50 -1.60 0.49 0.0991
C -1.55 0.90 -0.12 0.0996
C 2.49 0.73 0.02 0.8298
P -0.55 0.10 1.23 0.7431
H 0.01 -2.27 1.18 -0.0005
H 0.03 -1.59 -0.45 0.0166
H -1.52 -1.97 0.33 0.0149
H -1.06 0.77 -1.08 0.0142
H -1.66 1.96 0.10 -0.0005
H -2.54 0.44 -0.16 0.0176
H 2.91 -0.20 0.33 0.0551
H 2.65 1.60 0.62 0.0539
H 2.15 0.84 -0.98 0.0571